No. 1
# C7H12N3O2S

C7H12N3O2S as an isolated structure in a non-equilibrium geometry (wB97M-V/def2-TZVPD, the OMol25 dataset).

Last column: natural (NBO) charge in e.
Element x y z (Å)
C (0.785767, -1.535935, 0.014606)  0.421
C (2.551129, -0.196149, 0.151395)  0.882
C (-2.762628, 0.099520, -0.191547)  0.581
C (0.142982, -0.269900, -0.254569)  -0.126
C (0.238520, -2.905075, -0.159490)  -0.680
C (1.331423, 1.818273, -1.149250)  -0.429
C (1.008927, 1.502419, 1.286225)  -0.443
N (2.083446, -1.432936, 0.248790)  -0.512
N (-3.996286, 0.118019, 0.319499)  -0.795
N (1.004955, 0.873656, -0.031350)  -0.420
O (3.476845, 0.510457, 0.213921)  -0.417
O (-2.433500, 0.179214, -1.336193)  -0.593
S (-1.566794, -0.270623, 1.167518)  0.044
H (-0.524732, -0.076696, -1.240083)  0.362
H (0.969753, -3.598227, -0.003230)  0.271
H (-0.406408, -2.817294, -0.942048)  0.271
H (-0.615154, -3.053348, 0.542538)  0.283
H (2.150288, 2.345272, -0.833699)  0.230
H (1.805443, 1.279054, -2.053741)  0.250
H (0.501277, 2.616590, -1.266379)  0.247
H (0.045956, 2.173530, 1.385883)  0.245
H (1.034676, 0.666333, 2.130724)  0.245
H (1.916538, 2.226984, 1.187176)  0.250
H (-4.746330, 0.133302, -0.349046)  0.429
H (-3.996088, -0.386438, 1.162351)  0.404

Atoms 1-6, force components in eV/Å:
C 2.4223 -0.8302 -0.2681
C 0.1993 1.8753 0.4901
C 0.5141 -0.8255 0.3843
C -4.9966 2.5951 -0.3579
C -1.9421 3.2050 3.3002
C -2.1419 -0.8188 -1.2258

Computed properties:
Total charge: +1
E_HOMO, eV: -13.80
LUMO level, eV: -5.42
Relative energy (zero: lowest compared OMol25 entry of this formula, charge and spin), kJ/mol: 183.92
Spin multiplicity: 1
Gap between HOMO and LUMO, eV: 8.4

---

No. 2
# C7H12N3OS

A 2-piece molecular cluster, C7H12N3OS overall in a non-equilibrium geometry (wB97M-V/def2-TZVPD, the OMol25 dataset).

Last column: natural (NBO) charge in e.
Element x y z (Å)
N (-0.359639, 3.413161, 0.507105)  -0.647
C (-0.485851, 2.164251, 0.567882)  0.133
C (-1.434585, 1.441820, 1.520986)  -0.334
N (-1.410260, 1.952114, 2.856804)  -0.604
N (-0.216020, 1.352165, 3.484092)  -0.374
C (0.400403, 2.247382, 4.026583)  0.230
S (1.561991, 3.277897, 4.419545)  -0.194
H (-0.985535, 3.798769, 1.223216)  0.339
H (0.119766, 1.519145, -0.068909)  0.119
H (-1.229674, 0.361418, 1.465140)  0.151
H (-2.453143, 1.602049, 1.169247)  0.186
C (0.277430, -1.504628, -2.639962)  -0.432
C (1.550092, -1.679287, -1.816380)  -0.430
C (1.006912, -1.615025, -0.395233)  -0.070
O (-0.320407, -2.148300, -0.446814)  -0.532
C (-0.737539, -2.272363, -1.803499)  -0.064
H (0.356634, -1.881012, -3.659715)  0.206
H (0.004927, -0.448161, -2.685764)  0.209
H (1.989181, -2.661792, -2.010415)  0.191
H (2.308660, -0.923046, -2.012160)  0.217
H (0.952555, -0.582569, -0.041032)  0.183
H (1.600633, -2.193177, 0.312994)  0.182
H (-0.744768, -3.337125, -2.069281)  0.152
H (-1.751762, -1.883686, -1.904429)  0.183

Atoms 1-6, force components in eV/Å:
N 0.1819 0.4141 -0.2422
C -0.3714 -0.6113 0.1841
C 0.2240 -0.1492 0.3950
N -0.7052 -0.0937 -0.0116
N -0.0744 1.2088 0.3465
C 0.9864 -0.9248 -0.5056

Computed properties:
Total charge: -1
E_HOMO, eV: -2.44
LUMO level, eV: 2.95
Spin multiplicity: 1
Gap between HOMO and LUMO, eV: 5.4

---

No. 3
# C7H12N4

C7H12N4 as an isolated structure in a non-equilibrium geometry (wB97M-V/def2-TZVPD, the OMol25 dataset).

Last column: Löwdin spin population.
Element x y z (Å)
C (-1.103394, 2.071314, 0.174742)  0.469
C (2.717853, -0.047942, -0.157200)  0.036
C (1.084990, 1.515214, 0.052831)  0.357
C (-1.647497, 0.714626, -0.153394)  0.083
C (0.643672, -0.124316, -0.943961)  0.191
C (-0.555671, -0.514697, -0.136967)  0.035
C (-0.254806, -1.018311, 1.277237)  0.003
N (0.172575, 2.399463, 0.197593)  0.373
N (1.864131, -0.782014, -0.713942)  0.233
N (2.351650, 1.228524, 0.302320)  0.127
N (-1.351938, -1.688788, -0.813922)  0.026
H (-1.708180, 2.967427, 0.448863)  0.022
H (3.822095, -0.452735, 0.012624)  0.000
H (-2.503874, 0.540082, 0.528390)  0.009
H (-2.011897, 0.730483, -1.153864)  0.018
H (0.326923, 0.266852, -1.973753)  0.009
H (0.590049, -0.546234, 1.738995)  0.001
H (0.142757, -2.052619, 1.434964)  0.000
H (-1.192928, -0.987755, 1.932342)  0.000
H (2.938205, 1.629909, 1.062895)  0.006
H (-1.160370, -1.557482, -1.824365)  0.001
H (-2.313903, -1.814933, -0.639881)  0.001
H (-0.850444, -2.476067, -0.652548)  0.001

Atoms 1-6, force components in eV/Å:
C -1.2209 2.1385 0.6114
C 3.8084 -0.6634 0.9588
C -1.2388 0.7217 -0.7136
C 1.3131 -0.7392 0.7483
C -0.1653 0.8030 -0.1130
C -2.4773 0.1551 1.8909

Computed properties:
Total charge: +2
E_HOMO (spin up / spin down), eV: -15.66 / -19.17
LUMO level (spin up / spin down), eV: -7.55 / -11.69
Expectation value of S²: 2.025
Relative energy (zero: lowest compared OMol25 entry of this formula, charge and spin), kJ/mol: 0.00
Spin multiplicity: 3
Gap between HOMO and LUMO (spin up / spin down), eV: 8.1 / 7.5

---

No. 4
# C7H12N5

An isolated ion of composition C7H12N5 and charge +1 in a non-equilibrium geometry (wB97M-V/def2-TZVPD, the OMol25 dataset).

Last column: natural (NBO) charge in e.
Element x y z (Å)
C (1.877511, -2.712957, -0.201498)  -0.406
N (1.501772, -1.356792, 0.347264)  -0.647
C (0.562336, -0.565354, -0.542122)  0.281
N (-0.862176, -0.794805, -0.233097)  -0.533
C (-1.809269, 0.094158, -0.057643)  0.570
C (-3.196414, -0.270339, 0.087408)  -0.688
N (-1.409713, 1.339841, -0.010353)  -0.523
C (-0.062376, 1.696458, 0.159438)  0.251
C (0.672129, 2.861933, 0.576868)  -0.301
C (1.985581, 2.476592, 0.331961)  -0.020
N (2.068768, 1.290284, -0.155900)  -0.242
N (0.870936, 0.854849, -0.321419)  -0.162
H (0.895652, -3.161288, -0.418330)  0.171
H (2.429898, -2.772903, -1.137136)  0.203
H (2.337681, -3.229748, 0.632055)  0.237
H (2.140201, -0.718464, 0.788040)  0.413
H (0.648162, -0.979058, -1.572432)  0.203
H (-0.935561, -1.841428, -0.097696)  0.451
H (-3.671980, 0.444757, 0.838409)  0.264
H (-3.197159, -1.258790, 0.454114)  0.258
H (-3.856580, -0.286579, -0.706166)  0.281
H (-2.128821, 2.018404, -0.259036)  0.443
H (0.273166, 3.854315, 0.850343)  0.259
H (2.866248, 3.016917, 0.646934)  0.236

Atoms 1-6, force components in eV/Å:
C -1.3806 1.4160 0.8787
N -2.5077 0.1029 -2.0875
C 2.6862 -1.0415 0.8926
N 0.8217 -2.5024 0.8193
C 1.5660 -0.5349 -0.9033
C -0.7844 1.3539 2.9735

Computed properties:
Total charge: +1
E_HOMO, eV: -12.84
LUMO level, eV: -3.56
Structure (SMILES): CN[C@H]1[NH+]=C(C)Nc2ccnn21
Relative energy (zero: lowest compared OMol25 entry of this formula, charge and spin), kJ/mol: 70.33
Spin multiplicity: 1
Gap between HOMO and LUMO, eV: 9.3

---

No. 5
# C7H12NO

An isolated ion of composition C7H12NO and charge -1 in a non-equilibrium geometry (wB97M-V/def2-TZVPD, the OMol25 dataset).

Last column: natural (NBO) charge in e.
Element x y z (Å)
C (2.868157, -0.150661, 0.019142)  -0.633
C (1.421497, 0.217810, -0.088465)  0.187
C (0.882377, 1.476360, -0.063510)  -0.497
C (-0.614848, 1.397590, -0.234156)  -0.423
C (-0.925704, -0.088993, -0.047732)  0.109
C (-1.844533, -0.724059, -1.076573)  -0.620
C (-1.371289, -0.430219, 1.365390)  -0.634
N (0.519340, -0.758670, -0.241471)  -0.090
O (0.654769, -2.057203, -0.000538)  -0.781
H (3.050631, -0.622547, 0.986214)  0.214
H (3.508114, 0.726203, -0.078710)  0.192
H (3.118057, -0.880977, -0.749293)  0.218
H (1.419805, 2.399476, -0.202379)  0.180
H (-1.158328, 2.015353, 0.496699)  0.178
H (-0.937889, 1.735266, -1.233994)  0.167
H (-1.630902, -1.794479, -1.095856)  0.238
H (-1.660996, -0.316732, -2.070447)  0.195
H (-2.894618, -0.574531, -0.813746)  0.178
H (-2.411209, -0.141120, 1.540201)  0.178
H (-0.730648, 0.076985, 2.084020)  0.207
H (-1.261789, -1.504855, 1.505197)  0.234

Atoms 1-6, force components in eV/Å:
C -0.2316 -0.0088 -0.0154
C 0.1655 -0.0104 -0.0830
C 0.0228 0.3475 0.3332
C -0.0111 0.1323 -0.0332
C 1.6303 -1.0790 -0.3171
C 0.0979 -0.0031 0.1370

Computed properties:
Total charge: -1
E_HOMO, eV: -1.06
LUMO level, eV: 3.97
Structure (SMILES): CC1=CCC(C)(C)N1[O-]
Relative energy (zero: lowest compared OMol25 entry of this formula, charge and spin), kJ/mol: 0.00
Spin multiplicity: 1
Gap between HOMO and LUMO, eV: 5.0

---

No. 6
# C7H12NO

An isolated ion of composition C7H12NO and charge +1 in a non-equilibrium geometry (wB97M-V/def2-TZVPD, the OMol25 dataset).

Last column: natural (NBO) charge in e.
Element x y z (Å)
C (-2.334130, -3.211255, -1.182082)  -0.622
C (-1.312974, -2.712674, -0.122236)  -0.552
C (-0.787716, -1.453744, -0.348009)  0.389
C (-0.029400, -0.483168, -0.310357)  0.125
N (0.693338, 0.543323, -0.362047)  0.135
O (0.781390, 1.052887, -1.814773)  -0.254
C (1.280179, 1.463097, 0.634218)  -0.071
C (0.238655, 2.094178, 1.486785)  -0.616
C (2.134320, 2.506014, -0.006735)  -0.622
H (-3.059347, -2.452686, -1.398495)  0.238
H (-2.769551, -4.218652, -1.128507)  0.266
H (-1.742327, -3.518518, -2.210546)  0.236
H (-0.394677, -3.174974, 0.145618)  0.317
H (-1.897138, -2.732278, 0.880272)  0.305
H (1.943266, 0.900591, 1.258737)  0.252
H (-0.289500, 1.445420, 2.082146)  0.234
H (0.866787, 2.654780, 2.182143)  0.253
H (-0.210185, 2.971312, 0.898803)  0.250
H (2.633627, 3.054926, 0.757962)  0.242
H (1.525649, 3.085424, -0.647049)  0.241
H (2.729735, 2.185997, -0.795848)  0.254

Atoms 1-6, force components in eV/Å:
C 3.0261 -2.1552 -3.5122
C -4.3029 -0.7591 1.2361
C 1.4740 1.8020 0.2890
C -1.4169 -1.5927 0.6348
N 1.0735 4.5919 -8.0528
O -0.2909 -2.4452 6.9164

Computed properties:
Total charge: +1
E_HOMO (spin up / spin down), eV: -14.99 / -14.99
LUMO level (spin up / spin down), eV: -7.83 / -7.83
Structure (SMILES): CCC#C[N+](=O)C(C)C
Relative energy (zero: lowest compared OMol25 entry of this formula, charge and spin), kJ/mol: 821.61
Spin multiplicity: 1
Gap between HOMO and LUMO (spin up / spin down), eV: 7.2 / 7.2

---

No. 7
# C7H12NO4

A 2-piece molecular cluster, C7H12NO4 overall in a non-equilibrium geometry (wB97M-V/def2-TZVPD, the OMol25 dataset).

Last column: Löwdin spin population.
Element x y z (Å)
C (1.151930, -1.631875, 1.034844)  -0.035
C (0.419568, -2.022821, -0.053391)  0.125
C (-0.660653, -1.214611, -0.658747)  0.017
O (-1.286814, -1.577352, -1.636154)  0.028
H (1.637066, -2.408266, 1.631493)  0.000
H (0.684045, -2.920115, -0.614636)  0.005
H (0.811030, -0.770596, 1.614832)  -0.004
O (-0.861683, -0.062322, -0.032129)  0.004
C (-1.883825, 0.837926, -0.513072)  0.000
H (-1.918626, 0.741636, -1.606618)  0.000
C (-1.444873, 2.236970, -0.129144)  0.000
H (-2.179605, 2.964358, -0.499980)  0.000
H (-0.465685, 2.471939, -0.565734)  0.000
H (-1.379854, 2.336544, 0.963930)  0.000
C (-3.226010, 0.445285, 0.080094)  0.000
H (-4.000906, 1.135304, -0.280074)  0.000
H (-3.191635, 0.504065, 1.177228)  0.000
H (-3.507162, -0.573374, -0.216068)  0.000
C (3.517159, -0.695096, 0.493159)  0.587
H (3.910202, -1.580111, -0.002078)  0.018
H (3.760845, -0.469122, 1.529072)  0.020
N (3.421345, 0.442567, -0.343032)  0.063
O (3.226585, 1.533245, 0.182711)  0.091
O (3.467566, 0.275811, -1.556498)  0.080

Atoms 1-6, force components in eV/Å:
C -2.1666 -0.9893 0.0516
C 1.6342 0.4458 0.7346
C -0.4393 -0.0138 -1.0445
O 0.3343 0.0617 0.5968
H 0.6070 0.3344 -0.5572
H -0.3296 0.0829 0.3044

Computed properties:
Total charge: 0
E_HOMO (spin up / spin down), eV: -9.70 / -10.55
LUMO level (spin up / spin down), eV: -0.02 / -2.26
Expectation value of S²: 0.773
Relative energy (zero: lowest compared OMol25 entry of this formula, charge and spin), kJ/mol: 77.97
Spin multiplicity: 2
Gap between HOMO and LUMO (spin up / spin down), eV: 9.7 / 8.3

---

No. 8
# C7H12NO4S2

An isolated ion of composition C7H12NO4S2 and charge -1 in a non-equilibrium geometry (wB97M-V/def2-TZVPD, the OMol25 dataset).

Last column: natural (NBO) charge in e.
Element x y z (Å)
C (0.837485, -1.743198, 0.943441)  -0.372
C (-0.404791, -1.597953, -0.076041)  -0.404
C (0.918277, -0.434168, 1.767421)  -0.446
C (-1.493437, -0.086528, -1.799154)  -0.208
C (-0.170660, -0.387346, -1.007766)  -0.300
C (1.128923, 0.813315, 0.914662)  -0.450
C (0.130869, 0.862260, -0.254133)  -0.430
N (-2.390049, 0.402557, -0.741424)  -0.869
O (3.072946, -0.379208, -0.480542)  -1.081
O (2.724434, 1.996941, -0.821909)  -1.057
O (-1.846736, 0.937340, 1.685459)  -0.940
O (-1.823564, 2.811672, -0.066880)  -0.955
S (2.952460, 0.966989, 0.192698)  1.508
S (-1.568769, 1.407139, 0.337448)  2.204
H (0.411813, -2.603521, 1.516329)  0.175
H (1.739701, -2.002265, 0.539043)  0.229
H (-0.355405, -2.498542, -0.709184)  0.198
H (-1.307864, -1.575596, 0.512459)  0.210
H (-0.082739, -0.393990, 2.142462)  0.222
H (1.742787, -0.470184, 2.428066)  0.207
H (-1.316716, 0.912877, -2.508906)  0.168
H (-1.931152, -0.876157, -2.442637)  0.211
H (0.762886, -0.597512, -1.536074)  0.279
H (0.933568, 1.747295, 1.498142)  0.211
H (0.473020, 1.734055, -0.940798)  0.299
H (-3.137276, 1.053724, -1.092170)  0.392

Atoms 1-6, force components in eV/Å:
C -4.2821 0.4576 0.6877
C 3.0045 -0.2455 -0.2775
C -0.2352 -0.7035 -1.9603
C 1.4719 3.3454 -1.5533
C -0.8804 -1.0254 -0.0643
C -0.4241 0.2479 -0.6401

Computed properties:
Total charge: -1
E_HOMO, eV: -3.79
LUMO level, eV: 3.01
Relative energy (zero: lowest compared OMol25 entry of this formula, charge and spin), kJ/mol: 36.65
Spin multiplicity: 1
Gap between HOMO and LUMO, eV: 6.8